No. 1
{"formula": "C19H57FNO28P6S2", "method": "the ωB97M-V functional and the def2-TZVPD basis", "charge": -1, "energy_ev": -159565.7907, "homo_energy_ev": -5.897, "elements": ["C", "S", "O", "O", "N", "S", "O", "O", "F", "H", "H", "H", "C", "O", "P", "O", "O", "C", "O", "C", "H", "H", "H", "H", "H", "H", "H", "H", "H", "C", "O", "P", "O", "O", "C", "O", "C", "H", "H", "H", "H", "H", "H", "H", "H", "H", "C", "O", "P", "O", "O", "C", "O", "C", "H", "H", "H", "H", "H", "H", "H", "H", "H", "C", "O", "P", "O", "O", "C", "O", "C", "H", "H", "H", "H", "H", "H", "H", "H", "H", "C", "O", "P", "O", "O", "C", "O", "C", "H", "H", "H", "H", "H", "H", "H", "H", "H", "C", "O", "P", "O", "O", "C", "O", "C", "H", "H", "H", "H", "H", "H", "H", "H", "H"], "positions_angstrom": [[8.13606, 3.22783, 0.56547], [7.80717, 4.97652, 0.48243], [8.22770, 5.55476, 1.73317], [8.60310, 5.45314, -0.62557], [6.26050, 5.29648, 0.11595], [5.18333, 4.30418, 0.67902], [5.51273, 3.96129, 2.03648], [3.85692, 4.79500, 0.50741], [5.26054, 3.01572, -0.25741], [9.08785, 3.10815, 1.07262], [7.39433, 2.67564, 1.13212], [8.17815, 2.83198, -0.44419], [4.55661, 5.24829, 9.44367], [3.66330, 5.55788, 8.37959], [3.65505, 4.58569, 7.05440], [4.45142, 3.44859, 7.61887], [4.50820, 5.57712, 6.11100], [4.77277, 6.95489, 6.36864], [3.03644, 3.73621, 5.79160], [3.96591, 3.23759, 4.81224], [4.46653, 6.06541, 10.16097], [4.28340, 4.31812, 9.93413], [5.57981, 5.19342, 9.07731], [5.64541, 7.05290, 7.01540], [3.92040, 7.46213, 6.81187], [4.99953, 7.42453, 5.41392], [4.66050, 2.53461, 5.26968], [4.50562, 4.04476, 4.32995], [3.39042, 2.71227, 4.05216], [0.91364, 1.20501, 2.73842], [2.08893, 0.38420, 2.63005], [2.08251, -0.78245, 1.45459], [0.92826, -0.22902, 0.67288], [1.63090, -1.92853, 2.52496], [1.74793, -1.82149, 3.94354], [2.57218, -1.83258, 0.29753], [1.64750, -2.83942, -0.10823], [1.04344, 1.82127, 3.62954], [0.79557, 1.85720, 1.87976], [0.03986, 0.56550, 2.85765], [0.88336, -1.29780, 4.35168], [2.66146, -1.32055, 4.24762], [1.75775, -2.83373, 4.34620], [0.75901, -2.38575, -0.53860], [1.37621, -3.49592, 0.71716], [2.14448, -3.43765, -0.87004], [-3.34808, -3.64534, -4.70447], [-2.87428, -3.35152, -3.38998], [-1.62870, -4.21941, -2.79909], [-1.14658, -4.89464, -4.03731], [-2.58208, -5.16208, -1.86876], [-3.95398, -4.91012, -1.57621], [-0.32023, -4.47474, -1.85764], [0.06321, -5.81950, -1.59140], [-4.23166, -3.03163, -4.87696], [-2.60130, -3.37734, -5.44704], [-3.62145, -4.69536, -4.79387], [-4.58539, -5.30113, -2.37527], [-4.15759, -3.85442, -1.42561], [-4.19453, -5.44311, -0.65712], [0.32567, -6.32661, -2.51901], [-0.71945, -6.36407, -1.06757], [0.93922, -5.77042, -0.94557], [-3.83815, 5.31268, 8.24729], [-3.19275, 4.04200, 8.36777], [-1.68214, 3.91260, 7.80702], [-1.21840, 5.29511, 7.57801], [-2.11234, 3.13509, 6.44162], [-3.41939, 2.67605, 6.11673], [-0.34483, 3.05107, 8.01209], [0.57207, 2.98601, 6.90753], [-4.86297, 5.16638, 8.58592], [-3.36179, 6.05851, 8.87749], [-3.83920, 5.64110, 7.21003], [-4.00034, 3.48268, 5.66642], [-3.94366, 2.27661, 6.98007], [-3.31200, 1.88186, 5.37971], [0.93992, 3.97632, 6.65621], [0.11436, 2.52909, 6.03428], [1.40731, 2.36255, 7.21474], [1.31156, -1.56450, -7.97299], [1.36016, -2.10391, -6.65030], [0.33915, -1.50182, -5.55645], [-0.64977, -0.70734, -6.31397], [1.44536, -0.57924, -4.81042], [2.84627, -0.56163, -5.07559], [-0.40923, -1.89288, -4.18828], [-0.82617, -0.82880, -3.32196], [2.13205, -2.02692, -8.51981], [0.37547, -1.81221, -8.46620], [1.45103, -0.48570, -7.94851], [3.06164, 0.11031, -5.90777], [3.23801, -1.55273, -5.28412], [3.34023, -0.17401, -4.18712], [-1.55384, -0.19452, -3.82546], [0.02018, -0.24264, -2.97551], [-1.29701, -1.29172, -2.45448], [-8.70904, -2.82016, -8.07427], [-8.71980, -4.19460, -7.70099], [-7.27186, -4.94236, -7.36272], [-6.42924, -3.69664, -7.32836], [-7.32461, -5.64926, -8.84486], [-8.48364, -5.80701, -9.66111], [-6.00217, -5.91228, -6.92027], [-4.88657, -5.91159, -7.84006], [-9.73677, -2.57098, -8.34172], [-8.39713, -2.18411, -7.25063], [-8.05684, -2.66913, -8.93339], [-8.65556, -4.90425, -10.24770], [-9.36947, -6.04736, -9.08189], [-8.28669, -6.62927, -10.34776], [-4.46546, -4.91221, -7.93066], [-5.17422, -6.29218, -8.81504], [-4.12726, -6.57405, -7.42742]]}

---

No. 2
{"formula": "C19H58BO26P6S", "method": "the ωB97M-V functional and the def2-TZVPD basis", "charge": -1, "energy_ev": -141132.6011, "homo_energy_ev": -3.659, "elements": ["C", "O", "B", "O", "P", "O", "C", "S", "C", "C", "O", "O", "O", "H", "H", "H", "H", "H", "H", "H", "H", "H", "H", "H", "H", "H", "C", "O", "P", "O", "O", "C", "O", "C", "H", "H", "H", "H", "H", "H", "H", "H", "H", "C", "O", "P", "O", "O", "C", "O", "C", "H", "H", "H", "H", "H", "H", "H", "H", "H", "C", "O", "P", "O", "O", "C", "O", "C", "H", "H", "H", "H", "H", "H", "H", "H", "H", "C", "O", "P", "O", "O", "C", "O", "C", "H", "H", "H", "H", "H", "H", "H", "H", "H", "C", "O", "P", "O", "O", "C", "O", "C", "H", "H", "H", "H", "H", "H", "H", "H", "H"], "positions_angstrom": [[-6.41223, 0.84659, -1.36314], [-6.43460, 2.11926, -1.98966], [-5.16240, 2.45728, -2.57456], [-4.59198, 3.68100, -2.05949], [-4.27240, 1.42550, -3.96493], [-2.97996, 2.55726, -4.26834], [-1.77073, 1.99781, -3.79643], [-0.97236, 0.68086, -4.84570], [-2.18426, 1.41365, -2.37865], [-1.09545, 0.69249, -1.54092], [-0.16030, 1.71396, -1.08974], [-0.03060, 1.57031, 0.32224], [-3.35372, 0.66653, -2.64509], [-7.46370, 0.47036, -1.36610], [-5.79636, 0.09297, -1.88479], [-6.09732, 0.87599, -0.29676], [-4.80160, 3.63354, -1.11947], [-5.42004, 0.53059, -3.92665], [-5.09807, 2.22015, -4.88036], [-3.77128, 0.52812, -4.98403], [-0.94840, 2.74335, -3.75588], [-1.88230, -0.35291, -4.86448], [-2.33761, 2.36271, -1.80570], [-1.59801, 0.33406, -0.61647], [-0.56800, -0.12709, -2.06486], [0.29663, 0.66994, 0.48673], [2.52041, 2.04684, -1.03165], [3.88798, 2.38835, -0.73358], [4.94539, 1.20783, -0.74798], [5.08949, 0.47990, -2.01962], [4.49179, 0.28086, 0.47328], [4.27692, 0.87204, 1.75308], [6.26906, 1.93529, -0.22847], [7.43245, 1.12409, -0.10311], [2.15865, 2.66629, -1.84805], [2.41735, 0.99615, -1.30841], [1.92517, 2.23935, -0.14927], [3.20651, 0.88164, 1.96041], [4.66352, 1.89060, 1.81252], [4.77802, 0.26171, 2.50505], [7.21746, 0.22448, 0.47874], [8.19416, 1.70211, 0.41717], [7.80575, 0.84422, -1.08902], [-8.78908, 3.69766, -2.81849], [-9.51591, 3.79235, -4.05414], [-8.95636, 4.77322, -5.17370], [-7.59668, 4.50022, -5.65246], [-9.14284, 6.23767, -4.54310], [-10.41047, 6.60745, -4.01333], [-10.10251, 4.68387, -6.28409], [-9.91635, 5.47785, -7.45093], [-8.54849, 2.65875, -2.62236], [-7.86536, 4.27653, -2.83764], [-9.42715, 4.07329, -2.01447], [-10.34158, 6.65657, -2.92545], [-11.19678, 5.90347, -4.28963], [-10.67202, 7.59459, -4.39698], [-9.69798, 6.51481, -7.18410], [-10.83914, 5.45303, -8.02858], [-9.10328, 5.07475, -8.05513], [0.33332, -3.85055, 1.35694], [-0.47544, -2.93103, 2.09317], [0.26264, -1.94288, 3.09785], [1.27458, -1.06107, 2.49586], [0.84419, -2.90212, 4.24093], [-0.02765, -3.83561, 4.87900], [-0.96353, -1.20379, 3.79530], [-0.64317, -0.23046, 4.78846], [0.12697, -3.72974, 0.29507], [1.39877, -3.69278, 1.53324], [0.07018, -4.86578, 1.65698], [0.23124, -4.84412, 4.55327], [-1.07786, -3.64706, 4.65408], [0.11814, -3.76271, 5.95720], [0.04433, -0.64458, 5.53029], [-1.56504, 0.05676, 5.28974], [-0.19836, 0.64977, 4.32390], [0.53266, -3.59243, 11.65351], [0.80534, -3.15560, 10.32200], [1.85882, -3.99749, 9.47410], [1.52748, -5.41606, 9.27675], [3.25323, -3.75473, 10.22332], [3.66691, -2.41943, 10.50864], [1.97237, -3.12890, 8.14302], [2.87044, -3.60851, 7.14033], [-0.54037, -3.73858, 11.76423], [1.04597, -4.52524, 11.89252], [0.85967, -2.81882, 12.34964], [3.59290, -2.24514, 11.58296], [3.06396, -1.67738, 9.98396], [4.70676, -2.30658, 10.20234], [3.85522, -3.81270, 7.56668], [2.97368, -2.83920, 6.37761], [2.47228, -4.51420, 6.68277], [9.76383, -2.22796, -5.92086], [9.06587, -2.95135, -4.90987], [7.53663, -3.30869, -5.18846], [7.28525, -4.12210, -6.38816], [6.79395, -1.89462, -5.19493], [6.99463, -0.99581, -4.09741], [7.10269, -3.97477, -3.80671], [5.74769, -4.41192, -3.70862], [10.66331, -2.77875, -6.19236], [9.15410, -2.07870, -6.81338], [10.05016, -1.25445, -5.52023], [7.60345, -0.15468, -4.43459], [7.48858, -1.47869, -3.25290], [6.02771, -0.62269, -3.76874], [5.06100, -3.61408, -3.99907], [5.55278, -4.67865, -2.67177], [5.58667, -5.28547, -4.34092]]}

---

No. 3
{"formula": "C19H58N2O19", "method": "the ωB97M-V functional and the def2-TZVPD basis", "de_lowest_ev": 4.2222, "charge": 0, "smiles": "NC(N)=O.OCCO.OCCO.OCCO.OCCO.OCCO.OCCO.OCCO.OCCO.OCCO", "energy_ev": -62519.3076, "homo_energy_ev": -9.376, "elements": ["C", "C", "O", "O", "H", "H", "H", "H", "H", "H", "C", "C", "O", "O", "H", "H", "H", "H", "H", "H", "C", "C", "O", "O", "H", "H", "H", "H", "H", "H", "C", "C", "O", "O", "H", "H", "H", "H", "H", "H", "C", "C", "O", "O", "H", "H", "H", "H", "H", "H", "C", "C", "O", "O", "H", "H", "H", "H", "H", "H", "C", "C", "O", "O", "H", "H", "H", "H", "H", "H", "C", "C", "O", "O", "H", "H", "H", "H", "H", "H", "C", "C", "O", "O", "H", "H", "H", "H", "H", "H", "C", "O", "N", "N", "H", "H", "H", "H"], "positions_angstrom": [[-11.35154, -16.18148, -8.53215], [-11.30863, -17.17184, -9.68484], [-12.32700, -16.72184, -10.55690], [-10.65718, -14.96578, -8.82704], [-10.74763, -16.46283, -7.66947], [-12.34051, -15.92489, -8.15242], [-11.71694, -18.12778, -9.35689], [-10.26607, -17.20145, -10.00153], [-13.13745, -16.74086, -10.04269], [-10.61332, -14.45229, -8.01710], [-10.94156, -16.52043, -16.33171], [-10.10837, -15.87909, -17.50429], [-9.32140, -14.67079, -17.14844], [-10.17461, -17.04606, -15.30025], [-11.54750, -17.26336, -16.85037], [-11.70100, -15.86235, -15.90948], [-10.70178, -15.62497, -18.38258], [-9.46903, -16.66616, -17.90412], [-8.66965, -14.87849, -16.47489], [-9.66201, -16.37557, -14.84278], [-8.12769, -17.96847, -12.38740], [-7.44104, -19.02267, -13.30013], [-6.03479, -19.07120, -13.07886], [-8.09200, -18.34879, -11.02839], [-9.15750, -17.72797, -12.65153], [-7.45827, -17.11128, -12.45949], [-7.73356, -18.94891, -14.34756], [-7.73433, -20.03211, -13.01187], [-5.94967, -19.17683, -12.12849], [-8.14510, -17.52494, -10.53844], [-12.84692, -8.96332, -10.06458], [-13.37699, -9.07100, -11.46063], [-12.31769, -9.12168, -12.42872], [-12.40054, -7.72011, -9.91400], [-12.02914, -9.64131, -9.82030], [-13.62733, -9.14510, -9.32564], [-14.03462, -8.23041, -11.68200], [-14.02825, -9.93625, -11.58433], [-11.57583, -9.68578, -12.19843], [-11.66382, -7.62388, -10.52194], [-10.86418, -12.09788, -16.37826], [-11.70061, -10.99459, -15.83500], [-12.29890, -11.29482, -14.51623], [-10.44217, -12.01808, -17.79955], [-11.29541, -13.09497, -16.28904], [-10.05698, -12.08525, -15.64589], [-12.44100, -10.79481, -16.60960], [-10.98285, -10.17453, -15.81473], [-12.84933, -10.59310, -14.16098], [-10.39433, -12.87733, -18.22498], [-8.99181, -10.42672, -10.53982], [-7.85155, -11.33145, -10.82853], [-7.04809, -10.54790, -11.70565], [-9.98808, -10.35372, -11.50943], [-8.61962, -9.41362, -10.38742], [-9.40000, -10.67774, -9.56081], [-8.28387, -12.22555, -11.27774], [-7.17325, -11.48842, -9.98985], [-6.79067, -9.74161, -11.25264], [-9.55890, -9.95046, -12.26758], [-6.25877, -15.05910, -7.72902], [-6.61490, -15.22296, -9.25515], [-7.58672, -16.23706, -9.42820], [-5.89937, -16.24438, -7.08210], [-7.15784, -14.71354, -7.21877], [-5.57864, -14.20753, -7.74790], [-5.79150, -15.53056, -9.89974], [-6.95610, -14.23853, -9.57546], [-7.15971, -16.96114, -8.96455], [-6.62670, -16.86780, -7.14498], [-15.26666, -14.40381, -11.46637], [-15.25120, -14.08265, -9.92406], [-16.57553, -13.80381, -9.46384], [-15.16642, -13.30472, -12.38752], [-16.16303, -14.96340, -11.73377], [-14.40173, -15.04608, -11.63211], [-14.48037, -13.33594, -9.73341], [-14.82768, -14.83426, -9.25787], [-16.87073, -13.01352, -9.92199], [-14.38249, -12.84395, -12.07969], [-11.29897, -13.18867, -11.83133], [-10.49537, -14.26473, -12.64460], [-9.45640, -14.86134, -11.85846], [-12.20921, -13.82860, -10.94953], [-11.82066, -12.57485, -12.56560], [-10.75452, -12.53115, -11.15358], [-10.03656, -13.78274, -13.50789], [-11.19723, -15.06223, -12.88855], [-9.75499, -15.07298, -10.97096], [-11.78067, -14.46216, -10.36939], [-6.85448, -14.96246, -14.77622], [-7.62180, -15.70448, -15.25604], [-7.13892, -14.32382, -13.66357], [-5.62090, -14.88141, -15.15638], [-6.42787, -13.67621, -13.35518], [-8.05595, -14.46397, -13.26420], [-4.95995, -14.35538, -14.60270], [-5.41109, -15.50001, -15.92671]]}